Record 1
Entry from the OMol25 dataset: a 13-piece molecular cluster, C42H110O16 overall at a distorted geometry (wB97M-V/def2-TZVPD).

Atoms and positions in Å:
C (1.27, 1.08, -2.67)
O (1.47, 0.70, -1.29)
C (0.60, 1.36, -0.38)
C (0.55, 0.59, 0.95)
O (-0.34, -0.55, 0.81)
C (-0.59, -1.21, 2.01)
H (0.17, 1.14, -2.84)
H (1.74, 0.36, -3.31)
H (1.74, 2.05, -2.91)
H (-0.41, 1.35, -0.81)
H (0.88, 2.40, -0.12)
H (0.23, 1.24, 1.73)
H (1.58, 0.33, 1.28)
H (0.35, -1.49, 2.53)
H (-1.10, -2.13, 1.86)
H (-1.10, -0.55, 2.74)
C (6.34, -4.18, -2.36)
O (5.04, -4.28, -1.78)
C (3.99, -4.28, -2.73)
C (2.77, -4.68, -2.01)
O (2.39, -3.90, -0.88)
C (1.94, -2.63, -1.25)
H (7.06, -4.17, -1.49)
H (6.53, -3.32, -2.99)
H (6.64, -5.13, -2.78)
H (4.13, -5.01, -3.50)
H (3.95, -3.24, -3.15)
H (2.92, -5.73, -1.59)
H (1.94, -4.79, -2.71)
H (1.04, -2.58, -1.87)
H (2.69, -2.02, -1.69)
H (1.68, -2.15, -0.31)
C (3.13, -3.59, 2.59)
O (3.18, -2.24, 2.95)
C (2.67, -2.13, 4.25)
C (2.49, -0.77, 4.76)
O (1.37, -0.26, 4.04)
C (0.99, 1.02, 4.50)
H (3.56, -4.21, 3.37)
H (3.74, -3.65, 1.69)
H (2.13, -3.88, 2.34)
H (3.37, -2.57, 4.96)
H (1.74, -2.68, 4.42)
H (3.28, 0.01, 4.64)
H (2.15, -0.81, 5.80)
H (1.78, 1.70, 4.18)
H (0.93, 1.16, 5.58)
H (0.04, 1.25, 4.08)
C (2.68, 4.58, -4.22)
C (1.35, 4.98, -3.68)
C (1.46, 5.62, -2.29)
O (0.66, 5.88, -4.56)
H (2.63, 4.10, -5.21)
H (3.29, 3.88, -3.62)
H (3.20, 5.50, -4.45)
H (0.77, 4.04, -3.69)
H (2.31, 6.27, -2.23)
H (1.67, 4.82, -1.59)
H (0.58, 6.20, -1.97)
H (1.27, 6.59, -4.73)
C (-0.82, -5.61, -1.70)
C (-1.04, -5.57, -0.16)
C (-0.66, -6.78, 0.61)
O (-0.34, -4.44, 0.43)
H (0.22, -5.90, -2.00)
H (-1.02, -4.62, -2.20)
H (-1.43, -6.41, -2.18)
H (-2.10, -5.51, 0.05)
H (-1.34, -7.61, 0.30)
H (-0.75, -6.55, 1.68)
H (0.38, -7.00, 0.46)
H (0.04, -3.92, -0.31)
C (6.32, 3.12, -3.60)
C (6.01, 3.38, -2.09)
C (5.52, 4.79, -1.78)
O (5.02, 2.44, -1.63)
H (5.40, 3.28, -4.17)
H (6.67, 2.09, -3.67)
H (7.14, 3.76, -3.86)
H (7.04, 3.26, -1.57)
H (4.47, 4.81, -2.12)
H (6.05, 5.62, -2.37)
H (5.55, 5.12, -0.72)
H (4.97, 2.63, -0.67)
C (-4.94, 1.48, 2.04)
C (-4.24, 2.25, 0.82)
C (-2.72, 2.50, 1.02)
O (-4.40, 1.58, -0.47)
H (-4.43, 0.58, 2.26)
H (-5.97, 1.24, 1.79)
H (-4.85, 2.18, 2.88)
H (-4.82, 3.17, 0.68)
H (-2.34, 2.92, 0.10)
H (-2.26, 1.45, 1.09)
H (-2.58, 3.14, 1.92)
H (-3.88, 0.72, -0.40)
C (1.15, 5.75, 1.63)
C (0.73, 5.48, 3.04)
C (-0.82, 5.52, 3.13)
O (1.31, 4.35, 3.64)
H (0.77, 4.95, 0.97)
H (2.21, 5.91, 1.43)
H (0.68, 6.63, 1.19)
H (1.09, 6.35, 3.60)
H (-1.15, 5.18, 4.07)
H (-1.24, 4.76, 2.40)
H (-1.20, 6.47, 2.86)
H (1.36, 3.63, 3.00)
C (4.35, 1.38, 1.97)
C (5.41, 0.46, 1.41)
C (4.85, -0.69, 0.57)
O (6.38, 1.14, 0.66)
H (3.73, 0.84, 2.72)
H (3.70, 1.88, 1.20)
H (4.87, 2.18, 2.53)
H (5.96, 0.08, 2.23)
H (5.67, -1.21, 0.05)
H (4.27, -0.25, -0.27)
H (4.23, -1.42, 1.06)
H (6.22, 1.06, -0.31)
C (-3.79, -2.18, -2.13)
C (-2.48, -1.97, -1.33)
C (-1.36, -1.34, -2.10)
O (-2.82, -1.14, -0.22)
H (-3.66, -2.77, -3.06)
H (-4.07, -1.14, -2.52)
H (-4.63, -2.61, -1.49)
H (-2.13, -2.89, -0.78)
H (-1.66, -0.47, -2.68)
H (-0.92, -2.06, -2.83)
H (-0.51, -1.02, -1.45)
H (-2.05, -0.91, 0.28)
C (-2.52, 2.45, -3.26)
C (-3.77, 3.33, -3.10)
C (-3.70, 4.47, -4.12)
O (-4.92, 2.57, -3.30)
H (-2.54, 2.06, -4.29)
H (-2.50, 1.63, -2.51)
H (-1.62, 3.00, -3.12)
H (-3.81, 3.84, -2.10)
H (-4.54, 5.15, -3.98)
H (-3.83, 4.06, -5.09)
H (-2.69, 4.97, -4.01)
H (-4.98, 1.96, -2.50)
C (-4.94, -5.26, 3.39)
C (-3.66, -4.69, 3.86)
C (-3.43, -3.29, 3.37)
O (-3.49, -4.70, 5.26)
H (-5.07, -6.24, 3.89)
H (-4.77, -5.33, 2.34)
H (-5.74, -4.54, 3.46)
H (-2.86, -5.29, 3.41)
H (-2.44, -2.95, 3.52)
H (-4.11, -2.52, 3.78)
H (-3.60, -3.28, 2.26)
H (-2.73, -4.19, 5.46)
C (-8.49, -2.01, 0.05)
C (-7.25, -1.21, 0.31)
C (-6.18, -2.07, 1.03)
O (-6.72, -0.81, -0.95)
H (-9.08, -2.18, 0.96)
H (-8.18, -2.99, -0.33)
H (-9.14, -1.55, -0.66)
H (-7.48, -0.32, 0.86)
H (-5.27, -1.52, 1.25)
H (-5.99, -3.02, 0.41)
H (-6.60, -2.44, 1.99)
H (-6.20, 0.04, -0.89)

Calculated values
- E_HOMO: -9.6 eV
- Net charge: 0
- Max |F|: 0.0567 Eh/bohr
- LUMO energy: 0.5 eV
- Molecular weight: 871.3 Da



Record 2
Entry from the OMol25 dataset: a 13-piece molecular cluster, C42H112Cl2F12N8O14PS2 overall at a distorted geometry (wB97M-V/def2-TZVPD).

Atoms and positions in Å:
C (4.33, 0.72, 6.71)
N (3.95, -0.71, 7.03)
C (3.46, -1.26, 5.73)
C (5.15, -1.43, 7.41)
C (2.89, -0.91, 8.11)
C (1.54, -0.34, 7.60)
O (0.66, -1.42, 7.35)
H (4.32, 1.36, 7.61)
H (3.63, 1.15, 5.96)
H (5.29, 0.80, 6.21)
H (2.59, -0.64, 5.46)
H (3.16, -2.31, 5.83)
H (4.11, -1.08, 4.93)
H (5.57, -0.81, 8.17)
H (5.95, -1.46, 6.63)
H (4.97, -2.49, 7.76)
H (3.27, -0.57, 9.04)
H (2.77, -1.98, 8.17)
H (1.69, 0.27, 6.74)
H (1.13, 0.31, 8.36)
H (0.45, -1.37, 6.40)
C (4.40, 4.95, -1.04)
N (3.97, 4.69, 0.41)
C (3.48, 3.23, 0.46)
C (5.20, 4.88, 1.29)
C (2.77, 5.58, 0.63)
C (2.36, 5.67, 2.15)
O (3.16, 6.69, 2.67)
H (3.51, 4.99, -1.64)
H (5.05, 4.10, -1.32)
H (4.93, 5.90, -1.17)
H (3.40, 2.82, 1.45)
H (4.23, 2.58, 0.06)
H (2.58, 3.06, -0.11)
H (5.92, 4.30, 0.80)
H (4.99, 4.53, 2.31)
H (5.53, 5.90, 1.30)
H (2.07, 5.04, 0.03)
H (3.00, 6.57, 0.26)
H (2.46, 4.72, 2.68)
H (1.37, 6.02, 2.14)
H (2.73, 6.97, 3.46)
C (-0.29, -8.33, 0.78)
N (-1.01, -7.08, 0.99)
C (-2.18, -7.15, 0.06)
C (-1.47, -7.13, 2.45)
C (-0.09, -5.88, 0.69)
C (1.20, -5.80, 1.55)
O (0.90, -5.83, 2.92)
H (-0.88, -9.19, 0.79)
H (0.47, -8.44, 1.58)
H (0.21, -8.25, -0.18)
H (-3.01, -7.57, 0.61)
H (-1.94, -7.74, -0.82)
H (-2.47, -6.17, -0.18)
H (-2.10, -8.03, 2.54)
H (-2.04, -6.24, 2.66)
H (-0.68, -7.25, 3.23)
H (-0.66, -4.98, 0.96)
H (0.04, -5.83, -0.40)
H (1.61, -4.87, 1.20)
H (1.91, -6.60, 1.33)
H (0.64, -4.95, 3.13)
C (-5.66, -3.22, -4.63)
N (-5.29, -1.81, -4.28)
C (-4.49, -1.04, -5.37)
C (-6.64, -1.04, -4.21)
C (-4.41, -1.70, -3.04)
C (-5.05, -2.10, -1.75)
O (-3.97, -2.18, -0.81)
H (-5.62, -3.39, -5.75)
H (-6.73, -3.34, -4.32)
H (-5.05, -3.92, -4.08)
H (-3.49, -1.39, -5.41)
H (-4.43, 0.04, -5.04)
H (-5.02, -1.09, -6.30)
H (-6.44, -0.02, -3.99)
H (-7.19, -1.40, -3.37)
H (-7.24, -1.12, -5.12)
H (-4.23, -0.64, -2.93)
H (-3.51, -2.25, -3.30)
H (-5.66, -3.05, -1.85)
H (-5.74, -1.26, -1.43)
H (-4.30, -2.44, 0.02)
C (-1.96, 8.23, -2.93)
N (-2.90, 7.61, -1.89)
C (-4.33, 7.60, -2.39)
C (-2.42, 6.21, -1.69)
C (-2.95, 8.30, -0.56)
C (-1.71, 9.15, -0.14)
O (-0.58, 8.32, -0.02)
H (-0.92, 7.96, -2.66)
H (-2.09, 9.30, -2.94)
H (-2.15, 7.79, -3.91)
H (-4.42, 6.91, -3.21)
H (-4.57, 8.63, -2.60)
H (-4.93, 7.33, -1.58)
H (-2.26, 5.77, -2.71)
H (-3.04, 5.58, -1.07)
H (-1.41, 6.38, -1.25)
H (-3.18, 7.55, 0.26)
H (-3.71, 9.11, -0.62)
H (-2.04, 9.50, 0.82)
H (-1.46, 10.04, -0.76)
H (0.13, 8.78, 0.42)
C (-2.61, 0.02, 6.42)
N (-3.07, -0.65, 5.23)
C (-3.22, -2.11, 5.44)
C (-4.39, 0.02, 4.89)
C (-2.19, -0.45, 3.99)
C (-0.71, -0.52, 4.16)
O (-0.06, -1.60, 4.73)
H (-1.54, -0.05, 6.48)
H (-2.90, -0.48, 7.33)
H (-2.85, 1.08, 6.24)
H (-2.29, -2.44, 5.88)
H (-3.35, -2.57, 4.46)
H (-4.01, -2.30, 6.12)
H (-5.11, -0.18, 5.68)
H (-4.70, -0.35, 3.94)
H (-4.25, 1.09, 4.72)
H (-2.39, 0.62, 3.66)
H (-2.50, -1.18, 3.22)
H (-0.27, 0.33, 4.80)
H (-0.30, -0.22, 3.15)
H (-0.31, -2.41, 4.25)
C (-0.27, -0.19, -2.46)
N (-0.03, -0.17, -0.99)
C (-0.10, 1.32, -0.56)
C (-1.04, -1.00, -0.42)
C (1.32, -0.87, -0.76)
C (1.82, -0.85, 0.67)
O (2.01, 0.49, 1.04)
H (0.47, 0.45, -2.97)
H (-1.33, 0.09, -2.58)
H (-0.23, -1.22, -2.79)
H (0.17, 1.39, 0.48)
H (-1.06, 1.69, -0.77)
H (0.55, 1.82, -1.23)
H (-2.04, -0.83, -0.80)
H (-1.04, -0.83, 0.66)
H (-0.85, -2.04, -0.61)
H (2.03, -0.44, -1.47)
H (1.13, -1.87, -1.06)
H (2.72, -1.35, 0.63)
H (1.10, -1.42, 1.26)
H (2.13, 0.60, 2.01)
C (4.41, -3.94, -5.99)
N (4.32, -2.46, -5.74)
C (5.64, -1.81, -6.26)
C (3.22, -1.75, -6.60)
C (4.22, -2.00, -4.31)
C (2.93, -2.37, -3.62)
O (2.96, -3.78, -3.43)
H (3.60, -4.47, -5.52)
H (5.25, -4.34, -5.44)
H (4.52, -4.05, -7.05)
H (5.67, -1.89, -7.34)
H (6.48, -2.34, -5.78)
H (5.59, -0.78, -5.82)
H (2.28, -2.08, -6.28)
H (3.35, -1.98, -7.66)
H (3.33, -0.66, -6.46)
H (4.35, -0.95, -4.28)
H (5.06, -2.28, -3.76)
H (2.04, -2.12, -4.14)
H (2.93, -1.83, -2.64)
H (2.08, -4.20, -3.66)
Cl (2.66, 1.19, 3.79)
Cl (-1.34, -3.48, 2.75)
P (-4.27, 2.27, -1.29)
F (-2.95, 3.21, -1.16)
F (-5.11, 3.19, -0.34)
F (-4.74, 3.00, -2.66)
F (-5.53, 1.25, -1.44)
F (-3.37, 1.30, -2.29)
F (-3.71, 1.34, -0.01)
C (-2.09, -5.34, -3.08)
F (-1.50, -6.52, -2.75)
F (-3.08, -5.62, -3.98)
F (-2.77, -4.85, -2.04)
S (-0.91, -4.00, -3.59)
O (-0.03, -4.45, -4.60)
O (-1.90, -3.02, -4.01)
O (-0.29, -3.72, -2.31)
C (4.04, 3.39, -4.65)
F (5.18, 2.91, -5.14)
F (4.21, 4.55, -4.02)
F (3.27, 3.73, -5.75)
S (3.22, 2.14, -3.46)
O (4.26, 1.98, -2.45)
O (2.02, 2.84, -3.08)
O (3.01, 0.98, -4.30)

Calculated values
- E_HOMO: -13.9 eV
- Net charge: +3
- Max |F|: 0.0741 Eh/bohr
- LUMO energy: -4.6 eV
- Molecular weight: 1347.4 Da



Q: Among the records above, which one has the lowest net charge?
A: C42H110O16



Q: Which value of LUMO energy does entry 2 give?
A: -4.6 eV



Q: Which of these has the lowest molecular weight?
A: C42H110O16



Q: Which value of E_HOMO does entry 2 give?
A: -13.9 eV